A structure of composition C29H41Cl3N7O4PdS2Se. Source: the OMol25 dataset; level of theory: ωB97M-V with the def2-TZVPD basis set.

XYZ file:
```
88
C29H41Cl3N7O4PdS2Se ωB97M-V with the def2-TZVPD basis set
Pd 0.59178 -2.08219 1.82711
N -1.10518 0.29339 2.89369
C -1.10325 1.76838 3.13034
C -1.22219 2.07442 4.62227
C -2.36036 1.38026 5.36565
C -3.75708 1.78572 4.90585
N -4.08652 1.31246 3.56863
C -3.94775 -0.01652 3.22985
N -4.40072 -0.91946 4.14730
N -3.40567 -0.29590 2.09057
C 0.14353 2.48779 2.53122
O 0.06405 3.72422 2.60431
O 1.06975 1.75068 2.14153
H -0.90153 -0.26532 3.72501
H -0.39389 -0.09319 2.21881
H -1.96199 2.16121 2.58635
H -1.30247 3.15928 4.70519
H -0.27652 1.79617 5.10078
H -2.26665 1.59808 6.43345
H -2.26490 0.29005 5.29230
H -3.85039 2.87358 4.88008
H -4.50665 1.43763 5.62201
H -3.74579 1.89400 2.82011
H -4.58080 -0.58065 5.07698
H -3.92128 -1.81124 4.16985
H -2.03161 -0.01326 2.54943
H -3.42887 -1.29554 1.91229
Se -2.27188 -3.02348 5.92694
C -1.22015 -2.73131 4.48199
N -0.55087 -2.53436 3.55288
C 3.17600 -1.30610 -1.91089
C 4.24092 -2.26576 -1.39070
C 3.68375 -3.62038 -0.97275
S 2.46659 -3.56470 0.38563
O 2.11303 -4.99990 0.59601
C 3.65659 -3.04634 1.67769
C 3.33166 -3.64590 3.04398
C 3.80000 -5.08677 3.20765
H 3.63468 -0.38516 -2.27630
H 2.45395 -1.05096 -1.13356
H 2.61955 -1.75256 -2.73956
H 4.77020 -1.81021 -0.54965
H 4.99412 -2.43593 -2.16547
H 4.46477 -4.30757 -0.64005
H 3.13695 -4.09557 -1.79038
H 3.54930 -1.95877 1.70785
H 4.67578 -3.29977 1.37056
H 2.25472 -3.56296 3.22132
H 3.81289 -3.01397 3.79568
H 3.30473 -5.73715 2.48963
H 3.58181 -5.44634 4.21466
H 4.88089 -5.16229 3.05326
Cl -2.43234 1.77129 -8.15421
C -2.05199 2.04583 -6.48162
C -2.22936 1.03193 -5.56083
C -1.88816 1.26408 -4.23790
C -1.37635 2.48236 -3.80672
C -0.88751 2.70715 -2.39047
C -1.63547 1.96704 -1.26194
N -1.19224 0.61539 -0.97816
C -1.80237 -0.57463 -1.31934
C -0.99649 -1.55985 -0.83652
N 0.08246 -1.00242 -0.18878
C -0.06545 0.29904 -0.29437
O 0.51966 2.53333 -2.28168
C 1.09527 1.38804 -2.90207
C 1.49014 1.65877 -4.32607
C 1.37464 0.78077 -5.35829
Cl 0.77885 -0.83012 -5.27855
S 1.90701 1.42745 -6.85823
C 2.30942 2.91407 -6.10367
C 2.04639 2.89549 -4.77279
C -1.24343 3.48688 -4.76772
Cl -0.63727 5.05938 -4.33687
C -1.56751 3.28366 -6.09721
H -2.60079 0.06727 -5.87615
H -1.98617 0.45265 -3.53212
H -1.03397 3.76423 -2.16709
H -2.70546 1.94409 -1.47250
H -1.48943 2.55095 -0.35232
H -2.76304 -0.60651 -1.80366
H -1.13797 -2.62682 -0.86952
H 0.59626 1.03785 0.13738
H 0.44334 0.51303 -2.85660
H 1.97758 1.15914 -2.30398
H 2.71975 3.72183 -6.68753
H 2.21089 3.73192 -4.10954
H -1.43595 4.07566 -6.81972
```

Output
HOMO	-4.07	eV
electronic energy	-6520.24609	Eh
HOMO-LUMO gap	5.875	eV
LUMO	1.809	eV
total charge	-1